(1)
17
Properties=species:S:1:pos:R:3:forces:R:3:nbo_charge:R:1 method="wB97M-V/def2-TZVPD" homo_energy_ev="-13.74 / -13.63" multiplicity=1 total_charge=+1 relative_energy_kcal_mol=141.1 gap_ha="0.34338 / 0.34397"
N 0.004 -1.325 -1.641 -0.3124 3.0613 1.0539 -0.29
N -0.228 0.776 0.235 0.1886 -1.9783 0.1535 -0.42
C -0.075 -2.518 -1.789 0.2643 -2.1089 -0.0629 -0.14
C 1.200 0.913 -0.023 4.6441 -0.0356 -0.3848 -0.49
C -0.524 -0.619 0.674 3.6956 -0.8177 0.4946 -0.12
C -0.764 1.750 1.286 -2.2175 -1.7619 -2.8188 -0.39
H 1.870 0.795 0.939 -1.6929 -0.2951 -1.7593 0.24
H -1.803 1.257 1.453 1.9713 1.2701 1.0038 0.25
H 1.567 0.238 -0.887 -0.9633 0.4578 1.9170 0.28
H 1.603 1.874 -0.432 -1.4950 -0.0887 0.5563 0.26
H -0.963 2.613 0.669 0.2244 0.8882 0.6107 0.24
H 0.298 -1.137 1.329 -1.8016 1.2784 -1.4273 0.23
H -1.507 -0.991 0.644 -1.1104 0.0554 -0.0708 0.21
H 0.168 -2.985 -2.713 0.1530 -0.2591 -1.3154 0.23
H -0.269 -3.225 -1.019 -0.4208 -0.5833 0.9907 0.21
H 0.057 1.800 1.982 -0.5615 0.2692 0.8537 0.25
H -0.633 0.785 -0.707 -0.5656 0.6480 0.2051 0.46

=====

(2)
24
Properties=species:S:1:pos:R:3:forces:R:3:nbo_charge:R:1 method="wB97M-V/def2-TZVPD" homo_energy_ev=-7.72 multiplicity=1 relative_energy_kcal_mol=57.4 gap_ha=0.28025
P -1.232 1.425 0.934 1.2849 -2.4139 1.6549 0.58
P 0.442 1.608 -0.458 1.4340 -0.6398 -1.3032 0.40
C 2.112 -0.891 -0.517 0.7568 0.1879 0.8697 -0.24
C -2.920 0.267 -1.009 2.5400 1.7139 2.1354 -0.20
C 1.655 1.700 0.832 -0.8044 0.6160 0.4089 -0.55
C -2.225 -0.974 -0.899 -1.0393 -1.2775 -0.5665 -0.25
C 1.539 -0.256 -1.645 -2.6481 0.0174 3.0342 -0.40
C -2.372 1.335 -0.338 -2.3848 -1.9647 -1.7436 -0.56
C -1.418 -1.344 0.078 0.4239 0.2449 1.7357 -0.18
C 2.663 0.849 1.190 -1.2697 0.5901 0.4065 -0.26
C -1.331 -0.491 1.319 1.3941 -0.0204 0.7954 -0.71
C 2.721 -0.442 0.649 0.6365 -0.7205 -2.1398 -0.22
H 2.110 -1.940 -0.601 -0.1815 -1.4322 0.1026 0.20
H 2.068 0.432 -2.162 1.5630 2.3699 -1.4269 0.20
H -2.651 2.283 -0.611 -1.0578 2.2695 -0.9507 0.21
H -3.629 0.390 -1.770 -0.9537 0.2970 -0.8729 0.21
H -2.215 -0.628 1.965 -0.0014 0.2496 -0.4005 0.24
H 1.321 2.493 1.535 0.5641 -0.6038 -0.1837 0.23
H 0.805 -0.798 -2.228 0.1167 -0.1733 -0.0298 0.22
H 3.065 1.035 2.177 0.6084 -0.0215 -0.1448 0.22
H 3.347 -1.196 1.112 -0.2665 0.0482 0.4663 0.21
H -2.499 -1.667 -1.661 0.3172 -0.6304 -0.6950 0.21
H -0.866 -2.290 0.150 -0.3963 0.3392 -0.5247 0.21
H -0.490 -0.902 1.956 -0.6361 0.9544 -0.6276 0.24

=====

(3)
113
Properties=species:S:1:pos:R:3:forces:R:3:lowdin_charge:R:1 method="wB97M-V/def2-TZVPD" homo_energy_ev=-21.23 multiplicity=1 total_charge=+5 relative_energy_kcal_mol=126.8 gap_ha=0.34583
P 0.228 0.565 1.412 -1.0260 1.1519 -0.3849 0.29
F 1.385 1.425 2.074 2.6351 -0.4726 -0.6448 -0.13
F -1.208 -0.121 0.900 1.8644 -0.2826 0.3047 -0.18
F 0.853 -0.899 1.751 -0.3302 0.8065 -0.1078 -0.15
F -0.442 1.966 1.066 -0.5713 0.4276 -0.9877 -0.14
F 1.004 0.524 -0.093 -1.2896 -0.3560 1.9316 -0.19
F -0.368 0.733 2.964 -1.4068 -2.0045 -0.3093 -0.19
O 3.120 -5.152 -0.381 1.5264 0.4200 0.9984 0.16
O 0.485 -4.217 3.046 -2.7693 -0.5975 0.0025 0.15
O 1.844 -3.504 -2.455 -4.2624 -0.9888 0.3097 0.14
O -1.006 4.313 3.116 4.5927 -1.8766 1.9920 0.10
N -0.289 -4.557 -2.683 -0.7182 -1.8619 0.4803 0.12
N 4.276 -3.749 1.085 0.4209 -0.1163 -0.7665 0.11
N -4.292 1.807 -1.711 0.0783 1.1290 1.8621 -0.22
N -1.649 -5.325 3.030 1.2333 -0.7070 1.3580 0.10
N 2.517 2.992 -2.079 0.4610 0.2766 -0.3747 -0.20
N -0.109 2.745 4.543 0.2409 1.3883 0.8832 0.09
C -1.041 -6.657 3.512 -0.6893 0.0064 0.5974 0.06
C -3.811 3.339 -1.471 0.4986 -1.8685 2.1488 -0.05
C 3.315 -2.522 1.251 1.5713 -1.5403 0.0710 0.08
C 1.658 0.767 -2.961 -1.6803 -0.2870 2.0574 -0.27
C -3.451 -0.501 -2.096 -0.6244 1.4531 2.3872 -0.12
C 4.783 3.852 -2.454 -0.1871 0.2507 0.1065 -0.15
C 1.296 4.830 3.869 0.0860 -1.2022 0.1152 0.05
C 3.060 -5.768 1.892 -0.5301 -0.4022 1.0821 0.03
C -3.732 0.223 -3.384 1.4221 -2.3196 -1.8553 -0.18
C 0.103 -6.000 -2.230 0.4417 0.3281 0.1922 0.08
C -4.340 1.550 -3.215 -0.9713 1.1101 1.3410 -0.10
C -0.721 -4.107 3.060 2.0078 1.1079 -0.8410 -0.35
C 4.815 3.009 -1.230 1.4212 -1.1270 1.2393 -0.18
C -1.327 2.618 5.504 0.8236 -0.0530 0.2065 0.08
C 3.578 -5.039 0.727 -2.8380 0.2852 -1.2618 -0.37
C 1.318 -0.188 -4.053 0.7023 -0.6035 -1.4348 -0.08
C -1.518 -2.818 3.085 1.3658 -1.0640 0.2002 0.05
C -3.307 0.748 -1.081 -0.9532 0.0036 -2.1192 -0.07
C 0.650 -3.533 -2.144 4.3385 2.2291 0.2261 -0.36
C 2.484 1.964 -3.224 -0.3902 1.0131 -0.0309 -0.09
C 1.119 3.473 -1.598 1.2100 -0.0359 -0.6962 0.04
C 0.048 3.944 3.708 -4.5883 4.6169 -1.5379 -0.32
C -2.922 5.042 0.314 -0.2461 -0.7087 0.1943 -0.07
C -5.719 1.664 -0.984 1.8849 -0.0834 -1.5854 0.08
C -3.569 3.635 0.076 0.4043 0.6187 -1.6344 -0.20
C 0.103 -2.547 -1.112 -0.1577 -1.5072 -0.3258 0.03
C 3.415 2.608 -0.890 -0.3827 0.4106 -0.5678 -0.10
C 3.333 4.181 -2.693 -0.1137 0.3847 1.0240 -0.08
H -0.107 2.047 3.814 -0.3677 -1.3125 -0.1138 0.08
H -1.057 2.924 6.515 0.6808 -0.0937 -0.1395 0.11
H 0.047 -3.113 -0.183 -0.1777 -0.2049 0.2852 0.08
H -2.239 -2.962 3.890 -0.3723 0.7135 -0.2159 0.11
H 3.516 1.762 -3.512 -0.0872 0.1745 -0.0714 0.15
H 5.141 3.213 -3.261 0.3442 0.7776 -0.3280 0.13
H -2.269 -5.345 2.233 0.1460 -0.2679 -0.8927 0.18
H 2.769 -5.037 2.646 0.3731 0.1056 0.2637 0.08
H -3.516 0.533 -0.034 -0.1225 0.2715 -0.2584 0.11
H 4.939 -3.589 0.340 0.3208 0.4293 -0.6668 0.18
H 5.232 3.474 -0.337 0.1458 0.3020 -0.2185 0.13
H -2.329 1.218 -1.189 0.0983 -0.2563 0.1395 0.11
H -5.396 1.755 -3.390 0.0624 -0.6988 -0.8563 0.14
H -2.723 0.331 -3.782 0.0409 0.5548 -0.3899 0.11
H 0.909 -6.271 -2.912 0.0249 -0.3049 0.5377 0.13
H 5.401 2.097 -1.337 0.3094 0.1830 -0.3755 0.12
H 3.193 3.308 -0.084 -1.0550 -0.8869 0.2525 0.13
H 1.928 2.542 -3.963 0.5855 -0.1091 -0.5992 0.15
H -2.154 3.294 5.290 0.0824 -0.5115 -0.9559 0.11
H -4.566 3.987 -1.917 0.2081 -0.1347 -0.1565 0.14
H -0.778 -2.039 3.271 -0.3700 0.1354 0.2264 0.08
H 2.100 -6.207 1.619 0.3683 -0.3659 -0.2780 0.09
H -6.242 2.589 -1.229 0.0289 0.0223 0.7231 0.11
H 0.754 2.668 5.061 0.2586 -0.4541 0.4730 0.17
H -2.827 3.356 -1.940 -0.2699 0.2898 -0.4227 0.11
H -0.405 -4.537 -3.686 0.8115 0.0266 -0.9373 0.19
H 1.201 4.074 -0.693 0.4603 -0.2475 0.0302 0.10
H -2.512 -1.052 -2.032 0.0273 0.1050 -0.4835 0.07
H 0.785 4.173 -2.364 -0.4654 -0.4727 -0.1591 0.11
H 3.972 -1.783 1.711 -0.5050 0.2073 0.0306 0.12
H -2.302 -5.101 3.767 -0.5812 0.0371 0.5784 0.16
H -1.488 1.540 5.512 -0.6856 0.3442 -0.0436 0.10
H 2.100 -0.933 -4.197 0.1068 0.0606 -0.2375 0.08
H 2.168 4.455 3.334 -0.2060 -0.0994 -0.6640 0.09
H -1.254 -4.430 -2.413 -0.3911 0.5667 0.7328 0.17
H 0.483 2.613 -1.387 0.0700 0.2961 -0.2265 0.06
H 0.829 -1.764 -0.894 -0.3687 0.1802 -0.5593 0.07
H -1.928 -2.643 2.090 -0.4847 0.0007 0.1428 0.10
H 2.927 5.002 -2.101 0.5599 0.3851 -0.1902 0.14
H -4.519 3.553 0.605 0.1933 0.0525 0.1737 0.11
H 1.711 4.759 4.875 -0.5255 0.1534 0.4476 0.10
H 0.395 -0.750 -3.918 -0.1213 0.1476 0.5149 0.06
H -0.920 -2.252 -1.349 0.2120 0.4746 0.0334 0.07
H -5.418 1.431 0.038 -0.7552 0.5466 -0.0271 0.09
H 1.965 0.246 -2.055 0.3287 -0.1291 -0.1206 0.09
H 1.167 0.332 -4.999 0.1508 -0.0012 -0.1352 0.10
H -1.851 -7.385 3.540 0.0631 -0.0357 -0.4337 0.12
H 3.688 -6.515 2.377 0.2368 0.0425 -0.2154 0.13
H -3.752 2.228 -3.834 -0.1800 0.6374 0.6558 0.14
H -6.309 0.862 -1.428 0.3853 -0.2272 -0.0087 0.11
H -2.827 2.943 0.474 -0.3111 -0.4687 -0.0952 0.08
H 4.867 -3.906 1.889 0.0720 0.1210 0.8161 0.18
H -3.688 5.816 0.298 0.3517 0.1240 0.1084 0.09
H 5.285 4.811 -2.331 0.5300 -0.3323 -0.4250 0.15
H 1.115 5.875 3.615 -0.2832 -0.3070 -0.1065 0.11
H -0.164 -7.032 2.985 -0.3012 0.5124 -0.2388 0.10
H 0.357 -5.956 -1.171 0.8037 0.4517 -0.2355 0.09
H 0.693 1.188 -2.678 -0.1884 -0.0171 0.2279 0.09
H 3.034 -2.252 0.234 -0.3409 -0.0232 0.3560 0.10
H -4.232 -1.196 -1.787 -0.1983 0.2243 0.1555 0.11
H 2.556 -2.921 1.924 -0.2565 0.6796 -0.2518 0.08
H -2.080 5.308 -0.325 -0.3647 -0.1769 -0.7806 0.07
H 3.348 4.429 -3.754 -1.5920 -0.5104 -0.1394 0.15
H -2.383 4.985 1.260 -0.6813 0.2497 0.3815 0.04
H 3.411 1.530 -0.727 -0.8903 0.3358 0.5179 0.12
H -0.694 -6.742 -2.173 -0.5181 0.4899 -1.1221 0.12
H -0.826 -6.476 4.565 0.4228 0.0212 -0.1316 0.12
H -4.204 -0.373 -4.166 -0.3509 -0.1353 0.2571 0.14